No. 1
63
Properties=species:S:1:pos:R:3:mulliken_spin:R:1 method="wB97M-V/def2-TZVPD" total_charge=+1 multiplicity=2 homo_energy_ha="-0.4102 / -0.4166"
Ru -1.63 -0.25 -1.04 0.84
C -6.13 0.72 2.29 0.00
S -4.90 -0.60 2.42 -0.02
C -3.83 -0.19 1.12 -0.03
S -2.39 -1.20 0.95 0.08
N -4.05 0.78 0.30 0.01
N -3.21 0.96 -0.68 -0.11
C -3.42 1.95 -1.58 0.13
C -2.57 2.00 -2.68 0.00
C -2.64 2.94 -3.74 0.04
C -1.79 2.83 -4.80 -0.02
C -0.83 1.80 -4.83 0.05
C -0.77 0.94 -3.75 -0.01
N -1.60 1.02 -2.72 0.04
H -6.79 0.59 3.14 0.00
H -6.68 0.63 1.36 0.00
H -5.62 1.67 2.34 0.00
H -4.24 2.63 -1.43 0.00
H -3.37 3.74 -3.68 0.00
H -1.85 3.54 -5.62 0.00
H -0.16 1.68 -5.66 0.00
H -0.02 0.15 -3.70 0.00
N -2.69 -2.01 -2.54 0.00
C -2.00 -3.25 -2.23 0.00
C -0.63 -2.99 -1.53 0.00
O 0.02 -3.92 -1.11 0.00
O -0.29 -1.76 -1.42 0.02
H -3.70 -2.11 -2.45 0.00
H -2.48 -1.68 -3.48 0.00
H -1.79 -3.86 -3.12 0.00
H -2.58 -3.86 -1.53 0.00
C 3.78 -2.71 0.40 0.00
C 3.49 -3.21 1.80 0.00
C 2.64 -2.24 2.63 0.00
C 1.19 -2.11 2.14 0.00
N 1.00 -1.16 1.06 0.01
C 1.00 0.16 1.18 -0.03
S 0.55 1.11 -0.19 -0.01
N 1.32 0.75 2.32 0.00
C 1.59 2.16 2.51 0.00
C 3.09 2.39 2.72 0.00
C 3.94 1.98 1.52 0.00
C 3.74 2.84 0.28 0.00
H 4.45 -3.41 -0.10 0.00
H 4.27 -1.74 0.42 0.00
H 2.88 -2.64 -0.19 0.00
H 4.43 -3.36 2.33 0.00
H 2.99 -4.18 1.74 0.00
H 3.14 -1.27 2.63 0.00
H 2.61 -2.60 3.66 0.00
H 0.54 -1.81 2.97 0.00
H 0.84 -3.08 1.78 0.00
H 0.80 -1.54 0.13 0.00
H 1.62 0.16 3.09 0.00
H 1.03 2.51 3.38 0.00
H 1.24 2.70 1.63 0.00
H 3.41 1.83 3.60 0.00
H 3.25 3.45 2.93 0.00
H 3.73 0.93 1.28 0.00
H 4.99 2.03 1.83 0.00
H 2.75 2.72 -0.13 0.00
H 4.46 2.56 -0.49 0.00
H 3.89 3.89 0.52 0.00

---

No. 2
14
Properties=species:S:1:pos:R:3:nbo_charge:R:1 method="wB97M-V/def2-TZVPD" total_charge=+1 homo_energy_ha=-0.4527
C -1.98 -0.06 -0.24 -0.07
C -3.27 -0.28 0.31 0.50
C 4.04 0.02 0.27 -0.34
C 2.86 0.40 -0.20 -0.40
N -0.89 -0.63 0.01 -0.29
O -4.27 0.54 0.09 -0.50
H -1.98 0.80 -0.91 0.21
H -3.28 -1.03 1.09 0.23
H -0.97 -1.58 0.35 0.37
H 4.67 0.76 0.54 0.17
H 4.55 -0.89 0.29 0.20
H 2.51 1.35 -0.43 0.20
H 2.28 -0.51 -0.48 0.17
H -4.28 1.10 -0.68 0.55

---

No. 3
15
Properties=species:S:1:pos:R:3:nbo_charge:R:1 method="wB97M-V/def2-TZVPD" total_charge=+2 homo_energy_ha=-0.7237
C 1.52 -1.35 0.28 0.40
C -2.75 0.02 -0.19 0.41
C -1.32 2.12 -0.11 -0.45
N 0.22 -1.53 0.27 -0.71
N 2.41 -2.04 0.98 -0.67
N -2.20 1.03 0.01 -0.18
Cl -3.35 -1.39 -0.50 0.41
H 1.85 -0.71 -0.55 0.24
H -0.39 1.76 0.28 0.24
H -1.64 2.88 0.60 0.29
H -1.31 2.50 -1.11 0.28
H -0.25 -2.06 1.02 0.43
H 3.37 -1.90 0.75 0.45
H 2.21 -2.50 1.83 0.44
H -0.42 -0.95 -0.24 0.41

---

No. 4
10
Properties=species:S:1:pos:R:3:nbo_charge:R:1 method="wB97M-V/def2-TZVPD" total_charge=0 smiles="O=C=O.CC=O" homo_energy_ha=-0.3754
O -0.92 3.07 -0.48 -0.51
C -0.87 2.08 -1.08 1.05
O -0.86 1.10 -1.72 -0.54
C -0.02 -1.34 0.23 -0.73
C 0.89 -0.26 0.74 0.45
O 0.59 0.91 0.82 -0.54
H -0.99 -0.94 -0.05 0.24
H 0.43 -1.83 -0.64 0.24
H -0.14 -2.11 1.00 0.23
H 1.90 -0.59 1.05 0.11

---

Ordered energy above the lowest of the compared OMol25 structures with the same formula, charge and spin results: 32.5 107.8 13.4 0.1; unit kcal/mol.
Ordered largest force on an atom results: 3.7 4.8 4.0 0.8; unit eV/Å.